## A
ORCA calculation (ωB97M-V with the def2-TZVPD basis set) on a single CH2BrNO4 molecule.

Element x y z (Å)
O (0.48661, -0.27878, -0.07548)
O (1.84495, 1.21252, -1.22935)
H (-1.15715, -0.60332, 1.79991)
Br (2.95173, -0.54555, 0.69408)
N (-0.92327, 0.35819, 0.03192)
C (1.57813, 0.31817, -0.52486)
O (-1.12333, 0.31310, 1.40000)
H (-1.94314, -0.19309, -1.52667)
O (-1.71453, -0.58123, -0.56955)

Calculated values
Lowest unoccupied orbital energy ... 0.08 eV
Gap between HOMO and LUMO ... 10.4 eV
E_HOMO ... -10.300 eV
Structure (SMILES) ... O=C(Br)ON(O)O

These are the natural (NBO) partial charges, in e, on atoms 1 to 8: -0.487, -0.507, 0.478, -0.111, 0.384, 0.797, -0.519, 0.504



## B
ORCA calculation (ωB97M-V with the def2-TZVPD basis set) on a single CH2BrNO4 molecule.

Element x y z (Å)
O (-0.10470, 1.72066, 1.21186)
O (0.38536, -0.55053, -1.33807)
O (-0.66796, 1.72175, -0.86646)
H (0.71799, -1.43208, -1.40000)
N (-0.22785, 1.23205, 0.11000)
Br (-1.90225, -1.09781, 0.08913)
O (0.87833, -0.94279, 0.74607)
C (-0.02111, -0.33897, -0.03796)
H (0.94219, -0.31228, 1.48543)

Calculated values
Lowest unoccupied orbital energy ... -0.64 eV
Gap between HOMO and LUMO ... 10.2 eV
E_HOMO ... -10.850 eV
Structure (SMILES) ... O=[N+]([O-])C(O)(O)Br

These are the natural (NBO) partial charges, in e, on atoms 1 to 8: -0.379, -0.684, -0.289, 0.496, 0.506, -0.052, -0.669, 0.565



## C
ORCA calculation (ωB97M-V with the def2-TZVPD basis set) on a 2-piece molecular cluster, CH2BrNO4 overall.

Element x y z (Å)
O (0.56447, 0.57398, 1.38380)
O (0.72971, 0.87047, -0.87371)
H (0.50765, 0.33289, -1.67735)
C (0.27204, 0.23580, 0.16773)
O (-0.08458, -1.44945, -1.25553)
H (0.79302, 1.51424, 1.47278)
Br (-2.33792, 0.94574, -0.01502)
O (-0.34368, -1.86791, 0.86657)
N (-0.10070, -1.15577, -0.06926)

Calculated values
Lowest unoccupied orbital energy ... -2.37 eV
Gap between HOMO and LUMO ... 7.0 eV
E_HOMO ... -9.362 eV

These are the natural (NBO) partial charges, in e, on atoms 1 to 8: -0.589, -0.610, 0.545, 0.850, -0.371, 0.536, -0.544, -0.269



Most favorable structure: B. The second most favorable one is 0.0263 hartree above it.



## A
ORCA calculation (ωB97M-V with the def2-TZVPD basis set) on C35H32BrCl2F6N2O7P3Sr as an isolated structure.

Element x y z (Å)
C (-3.37750, -1.12874, 0.26643)
C (-4.32081, 5.33464, 1.39909)
H (3.44504, 5.57341, 3.22784)
C (1.23498, 3.01394, 3.07943)
C (-1.96074, 2.04868, 5.90042)
H (-0.41481, 5.44844, 1.40138)
O (3.28299, -0.35066, -0.30931)
Cl (-0.47708, -1.70503, 2.83645)
C (2.38339, 3.71470, 3.40214)
H (-5.54526, -1.62854, 2.82911)
H (-3.44958, 0.74859, -3.56892)
H (-6.43681, 0.52454, 1.99390)
H (-1.65202, 2.48149, 6.84453)
H (-3.92843, -5.16279, 2.03956)
H (1.63283, 6.67659, 1.95147)
C (-1.59532, -4.72734, -2.38910)
C (-3.27862, 0.75006, -1.42031)
H (1.59534, -0.59173, 2.75859)
H (-3.15735, 0.51097, 6.80823)
C (-3.41114, 4.46786, 1.98010)
Sr (0.58640, -0.96899, -0.44106)
F (-5.07655, 6.49449, -0.50436)
C (-0.15685, -0.13149, -2.99149)
H (-5.35591, 1.61881, 0.05071)
P (2.78064, 1.09927, 0.29707)
H (-5.35486, -4.11292, 1.98342)
H (-2.98134, 0.46524, 2.53505)
H (-0.05456, -6.08413, -3.24441)
F (-3.57053, 4.24463, 3.29055)
C (-2.71341, 0.92963, 3.47632)
H (-4.98540, 0.41418, -2.72582)
P (-1.21194, 2.57851, 1.86439)
C (-0.31901, -5.20663, -2.67298)
C (0.36335, 4.95105, 1.96620)
O (4.74514, -2.42732, -0.24574)
H (-3.71395, -0.82258, -2.84371)
H (5.26655, -1.36607, 1.83058)
N (-2.22558, -1.69408, -0.33070)
C (-3.18744, 0.39506, 4.66709)
O (2.36050, -2.33757, 0.82892)
C (-4.33791, -4.24741, 1.60742)
O (2.51101, 1.97458, -0.84970)
C (-1.50303, 2.59310, 4.71257)
O (4.07366, 1.56564, 1.12787)
H (4.29718, 0.81740, 1.70950)
C (1.52121, 5.65073, 2.28132)
F (-3.07751, 5.45665, -1.96687)
C (-5.59123, 0.05663, 1.50384)
C (-3.45976, -3.04311, 1.95624)
C (2.53397, 5.03483, 2.99745)
C (-2.41759, -2.74783, -1.05631)
C (1.17560, -1.36146, 3.39925)
C (-4.20148, 5.65340, 0.06252)
H (-2.44349, -3.22526, 1.60834)
C (-2.80806, 0.94648, 5.87968)
H (3.17767, 3.21497, 3.94148)
H (-2.54648, -5.14440, -2.69035)
C (-3.87995, 0.09815, -0.20679)
C (-2.38796, 3.87360, 1.25320)
C (-3.17231, 5.10663, -0.68008)
C (-3.90389, 0.24306, -2.71876)
H (1.74762, -2.27870, 3.34625)
Br (-0.88024, 3.54715, -1.15395)
Cl (1.16870, -0.76443, 5.08099)
H (-3.83271, -0.47401, 4.63641)
F (-1.12166, -0.97110, -3.61689)
C (-1.87810, 2.04082, 3.48810)
C (0.57128, -4.30256, -2.06011)
O (4.33552, -1.12727, 1.87325)
C (-1.40883, -3.56481, -1.62206)
H (-3.41036, -2.94409, 3.04522)
H (-2.20513, 0.56975, -1.45991)
C (-2.27268, 4.22985, -0.09846)
H (0.65993, -0.12637, -3.73588)
F (-5.30833, 5.87862, 2.12476)
C (-3.98202, -1.74923, 1.37703)
C (-5.08698, -1.14635, 1.97047)
H (1.65248, -4.34272, -2.04877)
H (-3.44529, -3.07432, -1.25428)
C (-4.97949, 0.67057, 0.42244)
H (-4.39597, -4.38490, 0.52801)
H (-3.42084, 1.83334, -1.35213)
O (1.65420, 0.72334, 1.23034)
C (0.20843, 3.62448, 2.35521)
N (-0.07724, -3.31928, -1.43311)
F (-0.71993, 1.18441, -3.21444)
P (3.67050, -1.71244, 0.47064)
H (-0.84700, 3.45353, 4.73463)
H (1.14303, 1.97716, 3.37090)

Calculated values
Lowest unoccupied orbital energy ... 3.82 eV
Gap between HOMO and LUMO ... 5.8 eV
E_HOMO ... -1.987 eV
Total charge ... -2

These are the Mulliken partial charges, in e, on atoms 1 to 8: -0.926, 0.359, 0.325, -0.440, -0.865, 0.304, -0.447, -0.054



## B
ORCA calculation (ωB97M-V with the def2-TZVPD basis set) on C35H32BrCl2F6N2O7P3Sr as an isolated structure.

Element x y z (Å)
C (0.74685, -2.58692, -5.00877)
Cl (-1.85568, -4.47913, 0.15109)
H (0.30111, 5.32532, 3.62651)
F (-5.81679, 2.96531, -6.35362)
H (0.88496, 0.59149, 4.48352)
C (-3.28857, -0.21525, -1.60218)
H (-0.60686, 1.35536, -0.16830)
H (-0.74536, -2.99245, 1.59670)
C (-0.55116, -0.43296, -3.82329)
H (-2.34663, -1.61786, 4.05044)
C (-4.18082, 1.31205, -5.95195)
H (5.11498, -1.34312, 2.42763)
H (-3.97361, -0.43408, 1.70652)
C (4.22365, -1.57278, 3.01763)
C (0.71123, -4.17184, 4.15521)
O (5.98915, 0.13484, -0.32228)
O (4.50366, 1.17637, 1.52389)
C (0.59816, 3.14623, 3.97487)
C (1.00252, 4.35259, -1.51688)
F (-5.03482, 4.30655, -4.15878)
H (-2.39516, -0.05957, 5.95739)
H (-0.63497, -0.01085, 6.01670)
H (3.93333, -0.68797, 3.58744)
F (1.30882, 4.35583, -2.91701)
C (0.83865, 2.13240, 3.03577)
P (-1.20103, 1.07686, -3.04663)
C (1.01781, -1.29666, -5.43667)
C (-3.44579, -0.18116, 0.79634)
F (-4.58925, 0.63156, -7.03049)
H (4.86285, 0.42007, 2.00521)
F (1.72087, 5.50334, -1.05774)
H (2.59397, -4.44233, 3.15366)
H (2.79988, -1.22664, 1.44063)
C (-3.35208, 2.68899, -3.70471)
N (0.88427, 2.65006, 1.76450)
H (-4.88685, -1.11191, -0.50521)
C (-0.94231, -2.96692, 0.53114)
Sr (2.13764, 2.03446, -0.51528)
H (0.64363, 0.78805, -5.12512)
F (-2.64303, -0.35442, -5.53343)
C (1.87816, -2.45572, 2.91346)
C (0.38114, -0.22329, -4.83636)
C (0.48491, 4.33226, 3.25023)
C (1.79501, -3.75100, 3.39820)
C (0.88792, 0.75203, 3.39579)
H (-1.47900, -1.89954, -2.56271)
C (-1.57073, 0.84168, -0.30795)
Br (-2.82783, 3.69862, -2.20958)
O (2.86132, -1.78511, -2.29011)
P (4.74309, 0.86696, -0.04767)
H (-1.16257, -3.58461, 5.00335)
C (-1.48952, -0.63417, 5.75424)
O (3.41682, 0.70496, -2.81184)
Cl (0.55627, -2.83257, -0.36173)
C (-0.29622, -3.26823, 4.43224)
C (-4.80927, 2.49174, -5.60592)
C (-1.43159, -1.06648, 4.29186)
P (2.62498, -0.39696, -1.89305)
C (3.08249, -2.03185, 2.11665)
H (4.50339, -2.34598, 3.73753)
H (-3.70779, -0.49798, -2.56313)
H (0.51277, 3.00399, 5.04190)
H (1.27325, -3.42478, -5.44767)
H (0.68610, 4.62134, 1.04842)
H (1.75901, -1.11929, -6.20525)
H (-1.48030, -1.50046, 6.41860)
C (-2.69595, 1.49831, -4.03243)
C (-4.39423, 3.17259, -4.46998)
C (-0.15654, -2.79683, -3.98024)
H (3.41205, -2.86647, 1.49213)
H (-0.33343, -3.79611, -3.60493)
O (3.39231, -0.04516, -0.36118)
C (-2.25274, 0.51742, 0.85850)
N (0.90883, -0.26216, 2.60426)
O (1.26597, 0.18141, -1.64630)
H (0.64877, -5.19340, 4.50576)
C (-2.08295, 0.48940, -1.55627)
C (-3.14714, 0.82600, -5.15967)
C (0.67153, 3.97070, 1.91091)
H (-0.03046, 4.74961, -1.53536)
C (-0.80520, -1.72467, -3.39231)
O (4.40683, 2.18552, -0.72433)
H (-1.41998, -0.18734, 3.65049)
C (-3.95937, -0.55845, -0.44171)
C (-0.25123, -1.95338, 3.97064)
H (-1.59772, -2.13985, 0.26804)
C (0.84525, -1.53734, 3.20198)
H (3.88305, 1.37496, -2.23983)
H (-1.82667, 0.83668, 1.79787)

Calculated values
Lowest unoccupied orbital energy ... 3.75 eV
Gap between HOMO and LUMO ... 5.9 eV
E_HOMO ... -2.201 eV
Total charge ... -2

These are the Mulliken partial charges, in e, on atoms 1 to 8: -0.413, -0.269, 0.418, -0.320, 0.397, 0.073, -0.050, -0.629



Most favorable structure: A. The second most favorable one is 0.0523 hartree above it.